[1]
Entry from OMol25: a cluster of 2 separate species, C2H2F3N2 in total (the ωB97M-V functional and the def2-TZVPD basis).

```
9
Properties=species:S:1:pos:R:3:lowdin_charge:R:1
C 0.3668 0.4426 -0.5076 -0.16
C 1.6620 0.2439 -0.1720 -0.35
N -2.1084 -0.7048 0.8220 0.34
N -1.3527 -1.0798 0.1037 0.33
F 2.2810 -0.7338 -0.7559 0.20
F -0.2439 1.5608 -0.1045 0.03
F 2.3397 0.7703 0.7859 0.24
H -0.0262 0.0717 -1.5628 0.18
H -2.9183 -0.5710 1.3911 0.20
```

Calculated values
**Net charge**: +1
**ΔE to the lowest compared entry with this formula, charge and spin**: 180.9 kJ/mol
**Gap between HOMO and LUMO (spin up / spin down)**: 7.19 / 7.20 eV
**LUMO (spin up / spin down)**: -6.93 / -6.92 eV
**HOMO level (spin up / spin down)**: -14.114 / -14.118 eV
**2S+1**: 1

[2]
Entry from OMol25: a structure of composition C25H12N2O5PtS2 (the ωB97M-V functional and the def2-TZVPD basis).

```
47
Properties=species:S:1:pos:R:3:lowdin_charge:R:1
Pt 0.9222 0.9223 0.0004 1.28
O 5.2215 5.2217 0.0033 0.16
C 4.3751 4.3753 0.0026 -0.25
C 2.8655 4.6070 0.0026 -0.28
O 2.3232 5.6890 0.0031 0.12
C 2.2824 3.2670 0.0017 -0.30
C 3.2668 2.2826 0.0013 -0.30
O 2.9426 1.0146 0.0006 -0.20
C 4.6068 2.8657 0.0018 -0.28
O 5.6888 2.3234 0.0017 0.12
O 1.0144 2.9427 0.0014 -0.20
S -5.9757 2.4024 0.0033 1.06
C -6.2984 4.0813 0.0014 -0.40
C -5.1553 4.8162 -0.0015 -0.17
C -3.9918 4.0117 -0.0025 -0.10
C -4.2572 2.6686 -0.0002 -0.47
C -3.3242 1.5474 -0.0003 -0.17
C -1.9391 1.7747 0.0003 -0.01
N -1.0559 0.7949 0.0001 -0.07
C -1.4892 -0.4927 -0.0006 -0.15
C -2.8489 -0.8257 -0.0011 -0.12
C -3.1807 -2.2244 -0.0018 0.00
C -2.2243 -3.1807 -0.0015 0.00
C -0.8255 -2.8489 -0.0008 -0.12
C 0.2236 -3.7648 -0.0002 0.04
C 1.5475 -3.3241 0.0001 -0.17
C 1.7748 -1.9389 0.0003 -0.01
N 0.7949 -1.0558 0.0001 -0.07
C -0.4926 -1.4892 -0.0005 -0.15
C 2.6688 -4.2571 0.0002 -0.47
C 4.0119 -3.9920 -0.0029 -0.10
C 4.8162 -5.1556 -0.0020 -0.17
C 4.0811 -6.2986 0.0019 -0.40
S 2.4022 -5.9756 0.0045 1.06
C -3.7649 0.2234 -0.0009 0.04
H -7.3215 4.4210 0.0029 0.07
H -5.1453 5.8959 -0.0030 0.11
H -2.9932 4.4267 -0.0049 0.12
H -1.5262 2.7757 0.0010 0.12
H -4.2283 -2.4989 -0.0022 0.12
H -2.4986 -4.2283 -0.0017 0.12
H 0.0135 -4.8265 -0.0005 0.10
H 2.7758 -1.5259 0.0009 0.12
H 4.4271 -2.9934 -0.0061 0.12
H 5.8959 -5.1458 -0.0041 0.11
H 4.4206 -7.3218 0.0035 0.07
H -4.8266 0.0134 -0.0014 0.10
```

Calculated values
**Net charge**: 0
**Gap between HOMO and LUMO**: 5.61 eV
**LUMO**: -1.81 eV
**HOMO level**: -7.427 eV
**2S+1**: 1

[3]
Entry from OMol25: a structure of composition C6H10O7Tl (the ωB97M-V functional and the def2-TZVPD basis).

```
24
Properties=species:S:1:pos:R:3:lowdin_spin:R:1
Tl -7.8951 7.4739 17.0581 0.04
C -7.3482 6.2089 21.7845 0.00
C -8.3092 5.6109 20.7674 0.00
O -9.0784 4.6732 21.0954 0.00
O -8.2842 6.0139 19.6181 0.01
H -7.6889 6.0816 22.8120 0.00
H -7.2483 7.2596 21.5121 0.00
H -6.4050 5.6830 21.6369 0.00
C -11.7551 9.2861 13.8387 0.00
C -10.3035 8.8673 14.2060 0.00
O -10.0994 8.0919 15.1348 0.00
O -9.3655 9.4764 13.5721 0.00
H -11.6920 10.3645 13.9841 0.00
H -12.4707 8.9881 14.6050 0.00
H -12.1489 8.8942 12.9010 0.00
C -4.5493 10.6684 19.5232 0.00
C -5.8288 10.1473 18.9018 0.00
O -6.0299 8.9129 18.7354 0.01
O -6.6820 11.0001 18.5863 0.00
H -3.6541 10.3607 18.9829 0.00
H -4.5643 10.4079 20.5815 0.00
H -4.3935 11.7468 19.4941 0.00
O -9.3697 4.9173 16.9916 0.91
H -10.2345 5.2182 16.6509 0.02
```

Calculated values
**Net charge**: -2
**Gap between HOMO and LUMO (spin up / spin down)**: 7.11 / 5.04 eV
**LUMO (spin up / spin down)**: 5.20 / 3.16 eV
**HOMO level (spin up / spin down)**: -1.910 / -1.884 eV
**<S²>**: 0.755
**2S+1**: 2

[4]
Entry from OMol25: the molecule C16H18N2O2S (the ωB97M-V functional and the def2-TZVPD basis).

```
39
Properties=species:S:1:pos:R:3:lowdin_charge:R:1
C 4.1144 -3.3728 -1.6565 -0.04
C 2.6913 -3.3227 -1.1964 -0.34
C 1.9680 -4.4851 -0.9447 -0.04
C 0.6537 -4.3732 -0.5239 -0.06
C 0.0885 -3.1196 -0.3638 0.00
C 0.8928 -2.0189 -0.6393 -0.27
N 0.4805 -0.6928 -0.5235 0.16
C -0.7317 -0.2060 -0.1453 -0.41
O -1.6781 -0.9056 0.1370 0.10
C -0.8137 1.3313 -0.0286 -0.38
C -0.4369 1.6282 1.3968 -0.46
C 0.6537 1.1795 2.0804 -0.12
C 0.7220 1.6698 3.4033 -0.18
C -0.3160 2.4863 3.7093 -0.41
S -1.3999 2.6719 2.3905 1.07
C 0.0936 2.1208 -0.9897 -0.09
C -0.3371 1.8821 -2.4396 -0.20
O -1.6727 2.2665 -2.6485 -0.12
C -2.5579 1.5442 -1.8209 -0.18
C -2.2596 1.7507 -0.3350 -0.14
N 2.1559 -2.1207 -1.0424 0.16
H 4.7262 -3.9094 -0.9336 0.08
H 4.1827 -3.8950 -2.6093 0.08
H 4.4978 -2.3638 -1.7737 0.07
H 2.4307 -5.4507 -1.0777 0.11
H 0.0676 -5.2573 -0.3202 0.11
H -0.9284 -2.9878 -0.0389 0.10
H 1.2238 -0.0499 -0.7604 0.13
H 1.3891 0.5119 1.6677 0.11
H 1.5103 1.4197 4.0903 0.10
H -0.5187 2.9951 4.6303 0.06
H 1.1511 1.8865 -0.8576 0.12
H -0.0333 3.1827 -0.7629 0.14
H 0.2594 2.4913 -3.1227 0.13
H -0.2062 0.8195 -2.7025 0.13
H -3.5564 1.9108 -2.0651 0.13
H -2.5042 0.4713 -2.0599 0.13
H -2.9504 1.1516 0.2581 0.12
H -2.3918 2.8045 -0.0838 0.11
```

Calculated values
**Net charge**: 0
**ΔE to the lowest compared entry with this formula, charge and spin**: 93.0 kJ/mol
**Gap between HOMO and LUMO**: 9.55 eV
**LUMO**: 0.74 eV
**HOMO level**: -8.808 eV
**2S+1**: 1

[5]
Entry from OMol25: the molecule C8H13N3O (the ωB97M-V functional and the def2-TZVPD basis).

```
25
Properties=species:S:1:pos:R:3:lowdin_charge:R:1
C 1.3167 -0.9716 -3.3567 -0.01
C 1.1204 -0.2815 -2.0227 -0.38
N 2.1600 0.2649 -1.4569 0.10
N 1.6471 0.9230 -0.3252 0.10
C 0.3509 0.7636 -0.3530 -0.34
C -0.4499 1.1960 0.8948 -0.26
C 0.1447 0.5319 2.0728 -0.16
C -0.0569 -0.9864 2.0822 -0.20
N -1.5028 -1.1847 2.0921 -0.07
C -2.1148 -0.6750 0.8482 -0.21
C -1.9443 0.8865 0.7763 -0.12
O -0.0208 0.1451 -1.4371 0.13
H 2.3140 -0.6871 -3.7142 0.08
H 1.2492 -2.0429 -3.1818 0.07
H 0.5088 -0.5918 -4.0974 0.11
H -0.3240 2.3088 0.8943 0.16
H -0.4447 0.9734 2.8544 0.11
H 1.2070 0.7884 2.1815 0.12
H 0.4702 -1.4004 1.2197 0.12
H 0.2580 -1.4916 2.9317 0.09
H -1.7111 -2.1726 2.1369 0.10
H -1.6544 -1.1720 -0.0396 0.11
H -3.1534 -0.9958 0.8379 0.11
H -2.4628 1.3540 -0.0654 0.12
H -2.4204 1.1644 1.7170 0.11
```

Calculated values
**Net charge**: 0
**ΔE to the lowest compared entry with this formula, charge and spin**: 165.7 kJ/mol
**Gap between HOMO and LUMO**: 9.87 eV
**LUMO**: 0.79 eV
**HOMO level**: -9.082 eV
**2S+1**: 1

For each record above, in turn, the calculated E_tot values are -486.090735 -2361.326517 -933.772463 -1278.701788 -552.096593 Eh.
For each record above, in turn, the calculated F_max values are 0.061 0.029 0.073 0.011 0.072 Eh/bohr.